{"formula": "C36H57N6O5P", "method": "the ωB97M-V functional and the def2-TZVPD basis", "smiles": "CCP(CC)[C@H](C#N)[C@](C#N)(C[C@@H](C)OCc1ccccc1)c1ccccc1.CNC(C)=O.CNC(C)=O.CNC(C)=O.CNC(C)=O", "gap_ev": 7.91, "homo_energy_ev": -7.42, "lumo_ev": 0.49, "species": ["C", "C", "P", "C", "C", "C", "C", "N", "C", "C", "N", "C", "C", "C", "O", "C", "C", "C", "C", "C", "C", "C", "C", "C", "C", "C", "C", "C", "H", "H", "H", "H", "H", "H", "H", "H", "H", "H", "H", "H", "H", "H", "H", "H", "H", "H", "H", "H", "H", "H", "H", "H", "H", "H", "H", "H", "H", "C", "N", "C", "C", "O", "H", "H", "H", "H", "H", "H", "H", "C", "N", "C", "C", "O", "H", "H", "H", "H", "H", "H", "H", "C", "N", "C", "C", "O", "H", "H", "H", "H", "H", "H", "H", "C", "N", "C", "C", "O", "H", "H", "H", "H", "H", "H", "H"], "xyz": [[-5.9408, 0.5325, 6.4022], [-4.9665, 0.5524, 5.1843], [-5.8515, 0.7218, 3.5650], [-5.0783, 1.9634, 2.4139], [-3.9855, 2.8494, 3.0555], [-6.1441, -0.9322, 2.7414], [-6.7598, -1.8097, 3.7844], [-7.1346, -2.5478, 4.5996], [-4.8503, -1.6205, 2.0370], [-3.5743, -1.0315, 2.5606], [-2.7113, -0.4675, 3.1079], [-5.0143, -1.3467, 0.5212], [-3.7309, -1.5142, -0.3380], [-2.8926, -2.7686, -0.0309], [-4.1992, -1.6464, -1.6988], [-3.5258, -0.7750, -2.5876], [-2.2048, -1.3454, -3.1244], [-1.1850, -0.4487, -3.4157], [0.0476, -0.8832, -3.9014], [0.2573, -2.2460, -4.0924], [-0.7703, -3.1438, -3.8075], [-2.0027, -2.7087, -3.3412], [-4.9433, -3.1268, 2.3792], [-5.7934, -3.9624, 1.6509], [-5.8951, -5.3181, 1.9293], [-5.1732, -5.9003, 2.9696], [-4.3464, -5.0625, 3.7084], [-4.2229, -3.7135, 3.4137], [-6.9295, 0.1435, 6.1200], [-5.5600, -0.1422, 7.1897], [-6.0124, 1.5211, 6.8835], [-4.4565, -0.4295, 5.2069], [-4.1773, 1.3032, 5.3131], [-5.8928, 2.6396, 2.1045], [-4.6765, 1.5413, 1.4766], [-3.2100, 2.2702, 3.5766], [-3.5106, 3.4981, 2.3001], [-4.4235, 3.5456, 3.7954], [-6.9022, -0.8281, 1.9506], [-5.8152, -1.9199, 0.0414], [-5.3087, -0.2834, 0.4308], [-3.1370, -0.5875, -0.2410], [-1.9089, -2.6519, -0.5151], [-2.7040, -2.9497, 1.0362], [-3.3412, -3.6768, -0.4640], [-4.1818, -0.6725, -3.4745], [-3.4027, 0.2499, -2.1945], [-1.3377, 0.6246, -3.2655], [0.8086, -0.1260, -4.1014], [1.2417, -2.5447, -4.4569], [-0.5536, -4.1997, -3.9795], [-2.8067, -3.4083, -3.1061], [-6.4243, -3.6032, 0.8367], [-6.5656, -5.9316, 1.3240], [-5.2704, -6.9617, 3.1920], [-3.7829, -5.4936, 4.5404], [-3.5594, -3.0975, 4.0283], [-4.1351, 8.6514, 5.8993], [-5.0566, 7.5858, 5.5531], [-4.9226, 6.2498, 5.7696], [-3.6668, 5.7712, 6.4563], [-5.7989, 5.4793, 5.4133], [-4.6409, 9.3541, 6.5640], [-3.8459, 9.1786, 4.9883], [-3.2456, 8.2709, 6.3905], [-5.9183, 7.8309, 5.0911], [-3.7089, 4.6899, 6.5557], [-2.7874, 6.0311, 5.8650], [-3.5886, 6.2080, 7.4529], [4.4558, -1.1313, -1.5267], [3.5135, -2.2031, -1.8168], [3.6491, -3.5325, -1.5844], [4.9304, -4.0048, -0.9411], [2.7553, -4.3087, -1.8920], [3.9759, -0.4182, -0.8562], [4.7051, -0.6226, -2.4539], [5.3647, -1.5030, -1.0659], [2.6333, -1.9615, -2.2473], [4.8885, -5.0840, -0.8219], [5.7856, -3.7580, -1.5720], [5.0506, -3.5512, 0.0436], [6.6041, 1.9249, -5.6142], [6.0055, 1.5964, -4.3324], [6.5539, 1.7089, -3.0944], [7.9600, 2.2403, -2.9994], [5.9100, 1.3838, -2.1050], [5.9887, 2.6812, -6.1063], [6.6205, 1.0283, -6.2360], [7.6159, 2.2997, -5.5025], [5.0642, 1.2369, -4.3226], [8.2575, 2.2728, -1.9542], [8.6479, 1.5873, -3.5374], [8.0100, 3.2514, -3.4053], [12.3071, -1.1679, -6.1707], [11.1130, -0.3989, -5.8719], [10.9996, 0.9385, -5.6774], [12.2514, 1.7732, -5.7749], [9.9077, 1.4334, -5.4314], [12.1653, -1.6845, -7.1213], [12.4526, -1.9125, -5.3864], [13.1873, -0.5369, -6.2335], [10.2365, -0.8907, -5.7914], [11.9969, 2.8142, -5.5960], [12.9765, 1.4593, -5.0229], [12.6870, 1.6892, -6.7714]], "forces_ev_per_angstrom": [[0.237, 0.057, 0.126], [0.401, -1.465, 0.313], [-2.295, 1.619, 0.651], [0.747, 0.190, -0.499], [-0.105, 0.336, 0.423], [1.236, -0.380, 0.449], [0.242, -0.534, 0.581], [0.326, 1.204, -1.094], [-0.924, -1.075, 0.198], [0.346, 1.024, 1.090], [-1.372, -1.220, -1.294], [0.805, 0.904, -0.301], [-0.512, -0.923, 0.118], [0.608, 0.129, -0.111], [0.348, 1.023, 0.421], [-0.172, -0.562, -1.410], [-0.165, 0.627, 0.481], [0.255, 0.252, -0.060], [-0.398, 0.092, 0.128], [0.267, 0.726, -0.001], [0.502, -0.428, -0.341], [-0.079, 0.138, 0.144], [0.397, -0.378, -0.617], [-0.234, -0.032, -0.283], [-0.165, -0.396, 0.097], [-0.111, 0.556, -0.278], [0.183, -0.626, 0.408], [0.253, 0.489, 0.252], [0.258, 0.361, 0.093], [0.009, 0.185, -0.411], [-0.295, -0.256, -0.436], [0.044, 0.464, -0.165], [-0.288, -0.126, -0.255], [0.143, -0.432, 0.152], [-0.067, -0.135, 0.430], [-0.161, 0.088, -0.391], [-0.141, -0.405, 0.160], [0.037, -0.395, -0.210], [0.270, 0.275, 0.279], [0.209, -0.032, 0.465], [0.021, -0.429, -0.078], [-0.011, -0.453, -0.011], [-0.320, -0.060, 0.178], [-0.119, 0.160, -0.294], [-0.123, 0.429, 0.241], [0.049, -0.039, 0.443], [0.117, -0.436, 0.128], [-0.031, -0.342, 0.047], [-0.059, -0.402, -0.033], [-0.404, -0.351, 0.118], [-0.306, 0.225, 0.177], [0.285, 0.141, -0.090], [0.300, 0.095, 0.250], [0.181, 0.199, 0.170], [0.086, 0.284, -0.017], [-0.108, 0.282, -0.250], [-0.162, -0.197, -0.222], [-0.490, 0.068, -0.252], [0.236, -0.173, 0.133], [-0.242, -0.092, -0.106], [0.011, -0.042, 0.000], [0.081, -0.074, -0.001], [0.204, 0.081, 0.059], [0.176, 0.087, 0.115], [-0.044, -0.059, -0.015], [0.014, 0.013, 0.009], [-0.105, 0.032, -0.054], [0.051, 0.069, 0.127], [0.137, 0.049, -0.045], [-0.656, -0.098, -0.265], [0.280, -0.273, 0.153], [-0.352, -0.017, -0.136], [0.009, -0.082, 0.021], [0.098, -0.084, 0.010], [0.249, 0.135, 0.010], [0.189, 0.121, 0.150], [-0.037, -0.044, -0.022], [-0.007, 0.017, 0.052], [-0.112, 0.032, -0.053], [0.055, 0.087, 0.129], [0.139, 0.061, -0.059], [-0.467, -0.095, 0.059], [0.238, 0.059, 0.126], [-0.140, -0.007, 0.209], [0.024, -0.094, 0.151], [0.099, 0.108, -0.043], [0.133, 0.023, -0.119], [0.169, 0.100, -0.123], [0.002, -0.102, 0.060], [0.000, 0.039, -0.029], [-0.167, -0.020, 0.016], [0.003, 0.231, -0.129], [0.135, -0.073, -0.131], [-0.479, -0.222, 0.054], [0.170, 0.274, 0.011], [-0.214, -0.028, 0.018], [-0.023, 0.071, 0.008], [0.091, 0.034, -0.059], [0.214, -0.025, -0.007], [0.204, -0.017, -0.068], [-0.060, 0.047, 0.016], [0.028, -0.025, -0.007], [-0.100, -0.062, 0.009], [0.092, -0.023, -0.116], [0.125, -0.048, 0.072]]}